1.
A single C2H5NOS molecule, computed with ωB97M-V/def2-TZVPD.

```
10
Properties=species:S:1:pos:R:3:lowdin_charge:R:1
C 1.26 -0.48 -0.07 -0.125
N 0.03 0.27 -0.02 -0.543
S -0.09 1.97 -0.02 0.823
C -1.16 -0.40 0.05 -0.428
O -2.24 0.09 -0.13 -0.007
H 2.11 0.12 -0.43 0.087
H 1.43 -0.93 0.93 0.092
H 1.11 -1.36 -0.76 0.101
H -1.39 2.17 0.10 -0.140
H -1.07 -1.45 0.36 0.141
```

Results
Energy above the lowest of the compared OMol25 structures with the same formula, charge and spin = 34.9 kcal per mole
HOMO energy = -8.48 eV
LUMO level = 0.748 eV
SMILES = CN(S)C=O
Total charge = 0
Spin multiplicity = 1

---

2.
A molecular structure, C31H26BrN5OPb, computed with ωB97M-V/def2-TZVPD.

```
65
Properties=species:S:1:pos:R:3:lowdin_charge:R:1
Pb 0.43 0.13 0.09 1.532
C -1.02 -1.19 -2.33 -0.105
C 0.12 -1.78 -3.08 -0.262
C 0.85 -0.58 -3.59 -0.039
C 0.16 0.52 -3.26 -0.115
C -1.01 0.15 -2.48 -0.192
H -1.75 -1.78 -1.81 0.113
H 0.21 -3.41 -1.69 0.147
H 1.76 -0.63 -4.16 0.116
H 0.39 1.53 -3.53 0.100
H -1.75 0.84 -2.13 0.102
C -1.98 4.06 1.31 -0.023
C -0.89 3.05 1.06 -0.275
N -1.18 1.80 0.89 -0.073
N -2.46 1.42 0.93 0.036
C -2.67 0.12 0.78 -0.481
O -1.79 -0.77 0.67 -0.146
C -4.11 -0.24 0.74 -0.148
C -4.49 -1.56 0.94 -0.023
C -5.83 -1.91 0.88 -0.082
C -6.79 -0.94 0.61 -0.091
C -6.41 0.38 0.42 -0.083
C -5.07 0.73 0.48 -0.031
C 0.50 3.45 0.96 -0.226
C 0.93 4.74 1.26 -0.003
C 2.28 5.05 1.21 -0.052
C 3.17 4.06 0.81 -0.048
C 2.66 2.82 0.48 -0.132
N 1.38 2.51 0.57 -0.003
H -2.86 3.51 1.62 0.065
H -1.70 4.77 2.08 0.072
H -2.21 4.60 0.40 0.095
H -3.73 -2.29 1.15 0.113
H -6.12 -2.94 1.03 0.101
H -7.83 -1.22 0.56 0.100
H -7.16 1.13 0.21 0.101
H -4.76 1.75 0.33 0.101
H 0.22 5.50 1.55 0.103
H 2.62 6.03 1.47 0.111
H 4.23 4.26 0.74 0.104
H 3.31 2.03 0.13 0.114
Br 3.09 -5.17 -5.26 0.699
C 2.62 -4.03 -3.80 -0.693
C 3.69 -3.35 -3.15 -0.143
C 3.41 -2.66 -2.00 -0.047
C 2.10 -2.49 -1.50 -0.273
C 0.93 -2.92 -2.36 -0.186
C 1.35 -3.90 -3.42 -0.108
N 1.85 -1.95 -0.31 -0.055
C 2.75 -1.99 0.68 -0.168
C 2.60 -1.32 1.89 -0.291
C 3.48 -1.60 2.97 -0.033
C 3.33 -0.98 4.18 -0.077
C 2.29 -0.05 4.33 -0.082
C 1.48 0.20 3.25 -0.160
N 1.61 -0.40 2.07 -0.063
H 4.69 -3.41 -3.54 0.088
H 4.21 -2.19 -1.46 0.106
H -0.32 -2.27 -3.96 0.163
H 0.55 -4.45 -3.91 0.106
H 3.62 -2.65 0.59 0.111
H 4.26 -2.32 2.82 0.109
H 3.99 -1.20 5.00 0.105
H 2.14 0.47 5.27 0.094
H 0.67 0.92 3.32 0.106
```

Results
Energy above the lowest of the compared OMol25 structures with the same formula, charge and spin = 49.2 kcal per mole
HOMO energy (alpha / beta) = -6.06 / -5.93 eV
LUMO level (alpha / beta) = -0.568 / -0.570 eV
Total charge = 0
Spin multiplicity = 1

---

3.
A molecular structure, C30H56N8O3P2, computed with ωB97M-V/def2-TZVPD.

```
99
Properties=species:S:1:pos:R:3:lowdin_charge:R:1
N 0.61 0.57 4.93 0.078
C 0.05 -0.23 4.14 -0.346
C -0.50 -1.57 4.68 -0.460
P -2.06 -1.31 5.69 0.760
P -3.60 -0.76 4.21 0.419
O -4.17 -1.97 3.59 -0.372
O -4.77 0.04 5.09 -0.238
O -3.03 0.34 2.78 -0.315
H 0.60 0.15 5.86 0.031
H -0.10 -0.01 3.07 0.093
H 0.21 -2.14 5.29 0.046
H -0.78 -2.21 3.82 0.068
H -2.42 -2.61 6.17 -0.081
H -4.33 0.85 5.36 0.042
H -2.28 0.94 3.08 0.065
C 3.27 -1.43 8.58 -0.113
C 4.60 -1.21 7.87 -0.256
C 4.45 -0.49 6.53 -0.181
C 3.60 -1.28 5.62 -0.232
N 2.93 -1.89 4.92 0.162
H 2.60 -2.06 8.00 0.063
H 3.43 -1.92 9.54 0.026
H 2.77 -0.47 8.76 0.078
H 5.08 -2.18 7.71 0.111
H 5.26 -0.63 8.51 0.110
H 5.42 -0.35 6.06 0.116
H 3.99 0.49 6.67 0.120
C -1.72 2.15 -1.76 -0.105
C -0.78 0.95 -1.62 -0.272
C -1.51 -0.33 -1.21 -0.171
C -2.16 -0.14 0.10 -0.099
N -2.66 0.01 1.12 0.112
H -2.19 2.39 -0.80 0.070
H -1.17 3.03 -2.08 0.042
H -2.50 1.95 -2.49 0.061
H 0.00 1.19 -0.89 0.110
H -0.28 0.78 -2.58 0.071
H -0.81 -1.16 -1.14 0.119
H -2.27 -0.59 -1.95 0.078
C 0.64 5.17 -6.07 -0.114
C 0.10 5.55 -4.70 -0.257
C 0.97 5.04 -3.55 -0.178
C 1.05 3.57 -3.58 -0.226
N 1.11 2.43 -3.61 0.175
H 0.67 4.08 -6.20 0.070
H 0.01 5.58 -6.85 0.074
H 1.65 5.56 -6.21 0.022
H -0.92 5.16 -4.59 0.109
H 0.03 6.64 -4.63 0.109
H 0.56 5.35 -2.59 0.115
H 1.98 5.45 -3.63 0.112
C 2.43 -5.71 8.35 -0.109
C 2.13 -6.28 9.74 -0.262
C 1.87 -5.18 10.78 -0.180
C 3.05 -4.32 10.92 -0.230
N 3.97 -3.66 11.03 0.156
H 3.35 -5.11 8.36 0.067
H 2.58 -6.52 7.64 0.073
H 1.61 -5.09 7.99 0.075
H 2.96 -6.90 10.06 0.112
H 1.25 -6.92 9.67 0.108
H 1.64 -5.63 11.75 0.117
H 1.02 -4.57 10.48 0.120
C -5.20 -2.69 -1.89 -0.097
C -6.27 -1.91 -2.65 -0.252
C -5.86 -1.60 -4.10 -0.174
C -4.63 -0.78 -4.11 -0.229
N -3.69 -0.14 -4.10 0.178
H -4.28 -2.13 -1.80 0.055
H -5.55 -2.92 -0.88 0.079
H -4.98 -3.64 -2.39 0.080
H -6.48 -0.98 -2.12 0.113
H -7.19 -2.49 -2.66 0.110
H -6.65 -1.06 -4.61 0.123
H -5.67 -2.52 -4.65 0.105
C -2.32 -1.90 -9.17 -0.112
C -3.08 -0.82 -8.42 -0.258
C -3.63 -1.29 -7.07 -0.204
C -4.57 -2.41 -7.27 -0.246
N -5.29 -3.28 -7.43 0.150
H -2.96 -2.75 -9.42 0.070
H -1.92 -1.51 -10.10 0.071
H -1.48 -2.27 -8.57 0.077
H -3.90 -0.46 -9.05 0.112
H -2.42 0.03 -8.25 0.110
H -4.15 -0.48 -6.57 0.087
H -2.82 -1.62 -6.42 0.118
C 5.23 3.79 -5.23 -0.107
C 6.19 4.74 -5.95 -0.262
C 5.95 6.21 -5.59 -0.182
C 4.59 6.61 -5.98 -0.218
N 3.53 6.91 -6.28 0.161
H 4.20 3.98 -5.52 0.063
H 5.46 2.76 -5.49 0.075
H 5.32 3.90 -4.15 0.078
H 6.09 4.60 -7.03 0.112
H 7.22 4.48 -5.68 0.108
H 6.67 6.85 -6.12 0.117
H 6.08 6.37 -4.52 0.120
```

Results
HOMO energy = -7.79 eV
LUMO level = 0.512 eV
Total charge = 0
Spin multiplicity = 1

---

4.
A molecular structure, C14H21AuB2N7S2, computed with ωB97M-V/def2-TZVPD.

```
47
Properties=species:S:1:pos:R:3:lowdin_charge:R:1
Au -0.77 0.64 1.26 0.770
C 3.45 -0.97 1.56 -0.024
N 2.42 -1.77 0.96 -0.115
C 2.56 -2.65 -0.07 -0.012
C 1.35 -3.24 -0.25 -0.026
N 0.47 -2.74 0.67 0.017
B -0.94 -3.34 0.98 -0.424
N -1.98 -2.60 0.09 0.009
C -2.36 -2.93 -1.17 -0.017
C -3.41 -2.15 -1.54 0.009
N -3.66 -1.32 -0.49 -0.101
C -4.68 -0.31 -0.40 -0.008
C -2.78 -1.61 0.49 -0.700
S -2.75 -0.77 1.99 0.760
C 1.13 -1.83 1.38 -0.691
S 0.55 -0.83 2.65 0.702
H 4.37 -1.10 1.01 0.105
H 3.59 -1.28 2.60 0.104
H 3.16 0.09 1.56 0.069
H 3.50 -2.79 -0.57 0.132
H 1.05 -3.99 -0.96 0.130
H -1.19 -3.14 2.11 0.055
H -0.92 -4.48 0.66 0.084
H -1.86 -3.71 -1.71 0.130
H -3.98 -2.12 -2.44 0.137
H -5.33 -0.36 -1.27 0.111
H -4.22 0.68 -0.35 0.064
H -5.27 -0.46 0.51 0.098
N 4.69 3.36 -0.73 0.160
C 3.52 2.82 -0.35 -0.304
C 2.95 1.74 -1.05 0.002
C 1.77 1.20 -0.61 -0.145
N 1.13 1.65 0.47 -0.083
C 1.64 2.68 1.13 -0.128
C 2.82 3.29 0.77 0.012
H 5.15 3.04 -1.56 0.119
H 5.06 4.15 -0.24 0.119
H 3.43 1.34 -1.93 0.120
H 1.30 0.37 -1.12 0.119
H 1.08 3.01 2.00 0.120
H 3.20 4.12 1.35 0.121
B -3.50 3.28 -1.57 -0.415
C -2.54 2.56 -0.62 -0.212
N -1.85 1.94 0.07 -0.019
H -3.46 2.74 -2.63 0.013
H -4.58 3.29 -1.05 0.018
H -3.29 4.46 -1.61 0.014
```

Results
Energy above the lowest of the compared OMol25 structures with the same formula, charge and spin = 0.0 kcal per mole
HOMO energy = -11.50 eV
LUMO level = -5.570 eV
Total charge = +1
Spin multiplicity = 1